Record 1
{"formula": "C34H27ClN6O6Tm", "method": "ωB97M-V with the def2-TZVPD basis set", "multiplicity": 3, "total_charge": -1, "lumo_ha": [0.0807, 0.0805], "relative_energy_kj_mol": 11.4, "homo_ev": [-5.0, -5.0], "orbital_gap_ev": [7.16, 7.15], "energy_ev": -98978.9435, "symbols": ["Tm", "Cl", "O", "O", "O", "O", "O", "O", "N", "N", "N", "N", "N", "N", "C", "C", "C", "C", "C", "C", "C", "C", "C", "C", "C", "C", "C", "C", "C", "C", "C", "C", "C", "C", "C", "C", "C", "C", "C", "C", "C", "C", "C", "C", "C", "C", "C", "C", "H", "H", "H", "H", "H", "H", "H", "H", "H", "H", "H", "H", "H", "H", "H", "H", "H", "H", "H", "H", "H", "H", "H", "H", "H", "H", "H"], "positions_angstrom": [[0.8193, -0.6486, 0.1811], [-0.0882, -2.3167, 7.6804], [2.5419, -1.7962, -0.7145], [-1.2240, -0.0518, -0.4089], [5.1383, -2.4955, -1.2302], [-6.7959, 4.2178, -0.4159], [-5.0005, 3.6268, 0.7294], [0.5279, -1.9663, 1.9008], [0.9628, 0.7113, 2.2522], [-0.1397, -2.0175, -1.6387], [-3.7012, 2.8206, -1.4675], [1.8726, 1.0904, -2.1785], [-1.4664, -1.8015, -1.9185], [2.4656, 1.0021, 0.1075], [-5.3396, -0.0247, -2.5283], [0.2519, -2.2194, 5.9712], [0.3789, -2.8848, -2.4471], [0.5089, -0.9942, 5.4054], [0.2963, -3.3419, 5.1896], [1.9288, 4.5546, 0.9259], [1.1954, 2.0664, 1.8163], [0.7185, 3.1924, 2.4457], [-5.4190, -0.0617, -0.1416], [2.7957, -2.6982, -1.6416], [-5.6644, 3.8594, -0.4108], [3.4441, 3.5022, -0.7004], [-4.8273, 3.6410, -1.7289], [2.0299, 2.1829, 0.7170], [0.8892, 0.4421, 3.5021], [1.1021, 4.4745, 1.9906], [3.0283, 1.1585, -1.1282], [4.4425, -4.0243, -2.8444], [4.1076, -3.0717, -1.9093], [0.8904, 0.8101, -2.7870], [0.7428, -0.8853, 4.0444], [1.7665, -3.2583, -2.5381], [-1.9261, -0.7617, -1.2300], [5.1502, -2.3776, 0.2097], [0.4552, -3.2507, 3.8615], [-3.9637, -0.3029, -2.5127], [2.5026, 3.4278, 0.3456], [-4.0618, -0.2860, -0.0977], [0.5739, -2.0508, 3.1750], [3.7565, 2.4153, -1.3744], [2.1104, -4.1530, -3.5260], [-3.3440, -0.4417, -1.3003], [3.4754, -4.4609, -3.7008], [-6.0579, 0.0922, -1.3959], [-5.9540, 0.0886, 0.7538], [-3.8560, 1.8378, -1.7575], [-4.5680, 4.6137, -2.0748], [0.6545, -0.1063, 6.0558], [-3.5852, -0.3713, 0.8645], [-0.3021, -3.2548, -3.2008], [4.4902, 2.4177, -2.1887], [3.7056, -5.2121, -4.4226], [3.6367, 0.2965, -1.2728], [5.1768, -1.2634, 0.5072], [-2.8867, 3.0299, -1.9502], [-3.4808, -0.3650, -3.4407], [4.3215, -2.8581, 0.6895], [0.4472, -4.0871, 3.2232], [0.1288, -4.3103, 5.6718], [0.9647, 1.2277, 4.2690], [3.8417, 4.4554, -0.8911], [6.1077, -2.7784, 0.5438], [-0.0580, 3.0549, 3.2409], [0.6564, 5.3318, 2.4637], [-5.8128, 0.0332, -3.5319], [2.3500, 5.4669, 0.5779], [-5.5106, 3.2522, -2.4588], [-4.0814, 3.4296, 0.4334], [5.5293, -4.2486, -3.0414], [1.3508, -4.5577, -4.2606], [-7.1170, 0.2327, -1.3379]], "forces_ev_per_angstrom": [[0.9, -0.9, -0.1], [0.1, -0.1, 0.1], [-0.6, -0.4, -0.4], [0.3, 0.1, 0.3], [0.7, 0.4, 0.8], [-1.2, 0.4, -0.1], [0.5, 0.2, -0.5], [0.2, -0.2, -0.6], [-0.3, 0.8, -0.4], [0.9, -0.6, -0.3], [-0.6, -2.1, 0.6], [-1.5, -1.0, -1.2], [-1.7, 1.6, 0.7], [-1.4, 1.1, 2.1], [0.3, -0.3, -2.5], [0.2, 1.0, 0.6], [-0.2, 1.1, 0.5], [0.7, 0.6, 0.9], [-0.6, -1.4, 1.6], [1.7, -0.1, -0.2], [-0.4, -0.5, 1.4], [-1.0, 0.2, 0.6], [0.7, 0.4, -1.6], [-1.9, 0.5, -0.7], [1.2, -0.4, -0.7], [0.1, -0.2, -0.1], [-1.1, 0.0, 1.3], [1.1, -2.0, -0.9], [0.2, 0.1, -0.1], [-1.5, -0.9, 1.0], [0.0, 0.2, -0.7], [1.4, 0.7, -0.7], [0.6, -0.2, 1.2], [1.8, 0.7, 1.0], [-1.0, -0.5, -1.4], [0.5, 0.7, 1.7], [1.8, -1.5, -0.1], [0.6, 2.0, -0.5], [0.2, -0.2, -1.5], [-1.8, 0.3, 0.9], [-1.8, 0.3, 0.4], [-0.3, -0.1, -0.4], [0.3, 2.2, 1.3], [1.1, -0.1, -1.3], [0.9, -0.4, -1.3], [-0.2, -0.2, 0.4], [-1.8, -1.3, -0.4], [-0.3, -0.3, 2.4], [-0.6, 0.0, 0.9], [-0.2, 0.8, 0.7], [0.4, 0.9, -0.2], [-0.4, -0.6, -0.5], [0.4, 0.0, 0.0], [-0.1, -0.4, -0.2], [-0.3, 0.1, 0.3], [0.3, -0.3, -0.6], [0.3, -0.8, -1.0], [-0.4, -1.6, -0.5], [1.7, 1.1, -1.0], [1.0, -0.3, -0.9], [-0.4, -0.3, 0.1], [-0.1, -1.2, -0.5], [0.1, 0.3, -0.3], [0.1, 0.1, -0.3], [0.8, 1.1, -0.4], [-0.1, -0.3, 0.0], [0.9, 0.3, -0.6], [0.0, 0.3, 0.0], [0.2, 0.1, 0.9], [-0.1, 1.0, -0.2], [-0.5, -0.4, -0.4], [-0.2, -0.4, 0.2], [-1.3, 0.2, 0.5], [0.9, 0.5, 1.1], [-0.5, 0.2, -0.5]]}


Record 2
{"formula": "C34H27MnN2O2PS2", "method": "ωB97M-V with the def2-TZVPD basis set", "multiplicity": 2, "total_charge": -2, "lumo_ha": [0.1566, 0.1566], "relative_energy_kj_mol": 26.1, "homo_ev": [0.1, 0.2], "orbital_gap_ev": [4.18, 4.02], "energy_ev": -105050.9241, "symbols": ["Mn", "S", "S", "P", "O", "O", "N", "N", "C", "C", "C", "C", "C", "C", "C", "C", "C", "C", "C", "C", "C", "C", "C", "C", "C", "C", "C", "C", "C", "C", "C", "C", "C", "C", "C", "C", "C", "C", "C", "C", "C", "C", "H", "H", "H", "H", "H", "H", "H", "H", "H", "H", "H", "H", "H", "H", "H", "H", "H", "H", "H", "H", "H", "H", "H", "H", "H", "H", "H"], "positions_angstrom": [[-0.9238, -0.6999, 0.4079], [-2.7849, -1.7843, 0.0465], [2.5675, -0.0775, 1.4720], [-1.5678, 1.2379, -0.3539], [2.8271, 0.8047, 0.3611], [3.1928, 0.2725, 2.7387], [-0.8634, -1.0302, 2.4819], [1.0331, -0.3715, 1.5882], [0.5307, -2.0059, -1.9262], [0.9112, 4.3353, 0.6407], [0.1279, 5.4822, 0.5935], [0.1419, -1.8363, 4.8870], [-1.7670, 4.1425, -0.0473], [-0.1993, -0.9157, -1.4916], [-0.0615, -0.0983, -3.8708], [3.2302, -3.9890, 0.5759], [4.6057, -4.0424, 0.3882], [-0.9949, 2.9849, 0.0027], [-6.1491, 1.9189, -0.0620], [-1.1807, 1.2244, -2.1593], [5.3407, -2.8647, 0.5225], [0.9983, -1.2782, 3.9558], [0.9714, -2.1722, -3.2585], [-4.2276, 1.3175, -1.3855], [4.7144, -1.6712, 0.8395], [-1.4849, 2.1988, -3.0717], [0.6832, -1.2520, -4.2297], [5.2867, -5.3343, 0.0172], [-1.6749, -1.5977, 3.3684], [0.3514, 3.0980, 0.3550], [-3.9531, 1.9219, 0.9117], [3.3393, -1.6366, 1.0291], [-5.3188, 2.1220, 1.0330], [-1.2136, 5.3828, 0.2473], [0.4449, -0.8791, 2.7315], [-5.5982, 1.5104, -1.2678], [-0.4042, 0.9136, -4.8022], [-1.0962, 2.0333, -4.4219], [-1.2130, -2.0058, 4.6070], [-0.4674, 0.0507, -2.5246], [2.5939, -2.7948, 0.8911], [-3.3854, 1.5301, -0.2998], [6.3597, -5.2784, 0.2058], [4.8862, -6.1731, 0.5896], [-2.0136, 3.0977, -2.7737], [6.4149, -2.8838, 0.3711], [0.9675, 2.2060, 0.4015], [-1.8882, -2.4597, 5.3204], [0.5588, 6.4494, 0.8293], [1.9597, 4.3897, 0.9090], [-5.7379, 2.4224, 1.9868], [5.1462, -5.5670, -1.0413], [0.7621, -2.8078, -1.2292], [-2.8148, 4.0833, -0.3170], [1.5458, -3.0582, -3.5167], [1.5168, -2.7582, 1.0032], [1.0112, -1.3792, -5.2567], [-3.8166, 0.9639, -2.3211], [2.6341, -4.8883, 0.4640], [-2.6904, -1.7318, 3.0088], [-3.3131, 2.0510, 1.7781], [2.0489, -1.1430, 4.1558], [0.5417, -2.1561, 5.8441], [5.2891, -0.7589, 0.9375], [-1.8347, 6.2712, 0.2088], [-6.2367, 1.3176, -2.1225], [-0.0982, 0.7867, -5.8375], [-1.3408, 2.8000, -5.1493], [-7.2206, 2.0599, 0.0307]], "forces_ev_per_angstrom": [[-0.1, -0.1, -0.5], [0.3, 0.0, 0.1], [0.4, -0.2, 0.0], [-0.1, 0.1, 0.0], [0.0, 0.0, 0.0], [0.0, 0.1, -0.1], [-0.4, -0.1, 0.1], [-0.1, 0.1, 0.2], [0.0, -0.1, 0.1], [0.0, 0.0, 0.0], [0.0, 0.0, 0.0], [0.0, 0.0, 0.1], [-0.1, 0.0, -0.1], [0.0, 0.0, -0.1], [0.1, -0.1, -0.2], [0.0, 0.0, 0.0], [0.0, 0.0, 0.0], [0.1, -0.3, 0.1], [0.0, 0.0, 0.0], [-0.1, -0.1, 0.2], [-0.1, 0.0, 0.0], [-0.1, 0.0, 0.1], [0.0, 0.0, -0.1], [0.0, 0.0, 0.0], [0.0, 0.0, 0.0], [0.1, 0.0, -0.2], [-0.1, 0.1, 0.1], [0.0, 0.0, 0.0], [0.2, 0.1, 0.0], [0.0, 0.0, 0.0], [0.0, 0.0, 0.0], [-0.1, 0.0, 0.0], [0.0, 0.0, 0.0], [0.1, 0.0, 0.0], [0.2, 0.2, -0.4], [0.0, 0.0, 0.0], [0.0, 0.0, -0.1], [0.0, -0.1, 0.2], [-0.1, 0.0, 0.0], [-0.1, 0.2, 0.3], [0.0, 0.0, 0.0], [0.0, 0.0, 0.0], [0.0, 0.0, 0.0], [0.0, 0.0, 0.0], [0.0, 0.0, 0.0], [0.0, 0.0, 0.0], [0.0, 0.0, 0.0], [0.0, 0.0, 0.0], [0.0, 0.0, 0.0], [0.0, 0.0, 0.0], [0.0, 0.0, 0.0], [0.0, 0.0, 0.0], [0.0, 0.0, 0.0], [0.0, 0.0, 0.0], [0.0, 0.0, 0.0], [0.0, 0.0, 0.0], [0.0, 0.0, 0.0], [0.0, 0.0, 0.0], [0.0, 0.0, 0.0], [0.0, 0.0, 0.0], [0.0, 0.0, 0.0], [0.0, 0.0, 0.0], [0.0, 0.0, 0.0], [0.0, 0.0, 0.0], [0.0, 0.0, 0.0], [0.0, 0.0, 0.0], [0.0, 0.0, 0.0], [0.0, 0.0, 0.0], [0.0, 0.0, 0.0]]}


Record 3
{"formula": "C34H27N3O5RuSTe", "method": "ωB97M-V with the def2-TZVPD basis set", "multiplicity": 2, "total_charge": 1, "lumo_ha": [-0.1563, -0.1581], "relative_energy_kj_mol": 0.0, "homo_ev": [-10.3, -10.3], "orbital_gap_ev": [6.07, 6.01], "energy_ev": -71110.6562, "symbols": ["Te", "Ru", "S", "O", "O", "O", "O", "O", "N", "N", "N", "C", "C", "C", "C", "C", "C", "C", "C", "C", "C", "C", "C", "C", "C", "C", "C", "C", "C", "C", "C", "C", "C", "C", "C", "C", "C", "C", "C", "C", "C", "C", "C", "C", "C", "H", "H", "H", "H", "H", "H", "H", "H", "H", "H", "H", "H", "H", "H", "H", "H", "H", "H", "H", "H", "H", "H", "H", "H", "H", "H", "H"], "positions_angstrom": [[0.9036, 0.3136, 2.1976], [0.1333, 0.9015, -0.1945], [-1.7764, 1.6619, 3.6803], [-3.2805, 2.9533, 0.8699], [-0.1122, -0.9249, -0.8431], [2.3687, -4.1790, -0.0380], [3.6910, 3.0091, -0.2421], [1.7816, -1.6331, 0.0771], [-1.8720, 1.3696, 0.1491], [2.1397, 1.4346, -0.5807], [0.2141, 2.8489, 0.3747], [0.2824, -3.2504, -0.8159], [3.3978, -0.1149, -2.1036], [-3.2001, 0.7800, -0.1201], [0.7110, -1.8835, -0.4987], [-0.5201, 3.6846, 4.5826], [-1.3943, -4.7756, -1.6525], [-0.9016, 3.4487, 0.7906], [2.3937, -0.8847, -4.1502], [2.4341, 2.6240, -0.1868], [3.4502, -1.7595, -4.3474], [0.3198, 5.4394, 1.2225], [4.4590, -0.9911, -2.3069], [-0.5210, -5.8398, -1.4143], [-4.1513, 1.8399, 0.4904], [-2.8608, -2.5492, 1.7128], [4.3989, 1.9117, -0.9158], [3.4051, 0.7353, -0.8624], [4.4873, -1.8072, -3.4257], [0.7310, -5.6276, -0.8805], [1.3797, 3.5011, 0.3437], [-3.9929, -3.2070, 1.2606], [-2.5872, -1.2559, 1.2884], [-2.0528, 2.5490, 0.6335], [1.4781, 4.8119, 0.7696], [1.1470, -4.3320, -0.5670], [-0.8923, 4.7625, 1.2285], [-1.7631, 3.1225, 4.5619], [-4.5761, -1.2808, -0.0518], [-3.4382, -0.6168, 0.4016], [2.3695, -0.0603, -3.0332], [-0.9870, -3.4954, -1.3560], [-4.8554, -2.5672, 0.3799], [0.4273, 2.9170, 3.8578], [-0.1029, 1.7864, 3.2945], [5.3279, 1.7413, -0.3820], [-0.8293, -6.8502, -1.6508], [-2.6582, 3.4860, 5.0408], [-0.2898, 4.5994, 5.1088], [1.4749, 3.1738, 3.7705], [5.3122, -2.4913, -3.5715], [-3.3126, 0.7484, -1.2074], [-4.2011, -4.2173, 1.5860], [4.5949, 2.2401, -1.9358], [1.5373, 0.6185, -2.8897], [-1.6966, -0.7598, 1.6474], [-4.6522, 1.4863, 1.3887], [5.2582, -1.0548, -1.5767], [2.4281, 5.3259, 0.7360], [-1.6447, -2.6537, -1.5251], [-4.8726, 2.2371, -0.2179], [1.5822, -0.8435, -4.8644], [3.5898, 0.0948, 0.0046], [2.4908, -3.2246, 0.1461], [-2.3776, -4.9559, -2.0637], [-1.8074, 5.2309, 1.5609], [-5.2429, -0.7975, -0.7583], [3.4646, -2.4065, -5.2139], [1.4123, -6.4454, -0.6903], [0.3645, 6.4639, 1.5644], [-5.7411, -3.0742, 0.0213], [-2.1775, -3.0423, 2.3918]], "forces_ev_per_angstrom": [[0.0, -0.1, -0.1], [0.3, 0.4, 0.2], [0.1, 0.0, 0.1], [0.1, 0.1, -0.1], [0.0, -0.4, 0.1], [0.1, 0.0, 0.0], [-0.1, 0.0, 0.0], [0.0, 0.0, 0.1], [0.0, 0.0, 0.0], [-0.2, 0.1, 0.0], [0.1, 0.0, -0.1], [0.1, -0.1, 0.0], [0.0, 0.0, 0.0], [0.0, 0.0, -0.1], [-0.1, 0.1, -0.1], [-0.1, 0.0, 0.0], [0.0, 0.0, 0.0], [0.0, 0.0, 0.1], [0.0, 0.0, 0.0], [0.1, -0.1, -0.1], [0.0, 0.0, 0.0], [0.0, 0.0, 0.0], [0.0, 0.0, 0.0], [0.0, 0.0, 0.0], [0.0, 0.0, 0.0], [0.0, 0.0, 0.0], [0.0, 0.0, 0.0], [0.0, 0.0, 0.0], [0.0, 0.0, 0.0], [0.0, 0.0, 0.0], [-0.1, 0.0, 0.1], [0.0, 0.0, 0.0], [0.0, 0.1, 0.1], [-0.1, -0.1, -0.1], [0.0, 0.0, 0.0], [-0.1, 0.0, 0.0], [0.0, 0.0, 0.0], [0.0, 0.1, 0.0], [0.0, 0.0, 0.0], [0.0, 0.0, -0.1], [0.0, 0.1, 0.0], [0.0, 0.0, 0.0], [0.0, 0.0, 0.0], [0.1, -0.1, 0.0], [0.0, 0.1, 0.1], [0.0, 0.0, 0.0], [0.0, 0.0, 0.0], [0.0, 0.0, 0.0], [0.0, 0.0, 0.0], [0.0, 0.0, 0.0], [0.0, 0.0, 0.0], [0.0, 0.0, 0.0], [0.0, 0.0, 0.0], [0.0, 0.0, 0.0], [0.0, 0.0, 0.0], [0.0, 0.0, 0.0], [0.0, 0.0, 0.0], [0.0, 0.0, 0.0], [0.0, 0.0, 0.0], [0.0, 0.0, 0.0], [0.0, 0.0, 0.0], [0.0, 0.0, 0.0], [0.0, 0.0, 0.0], [0.0, 0.0, 0.0], [0.0, 0.0, 0.0], [0.0, 0.0, 0.0], [0.0, 0.0, 0.0], [0.0, 0.0, 0.0], [0.0, 0.0, 0.0], [0.0, 0.0, 0.0], [0.0, 0.0, 0.0], [0.0, 0.0, 0.0]]}


Values of max |F|, in order: 0.054 0.010 0.010, all in hartree/bohr.